No. 1
C32H41N2O2 | ωB97M-V/def2-TZVPD

Each line ends with the Mulliken charge.
CARTESIAN COORDINATES (ANGSTROEM)
C  3.38  2.26  3.13  -0.831
O  2.76  1.36  2.19  -0.160
C  1.75  0.62  2.73  -0.257
O  1.27  0.83  3.83  -0.609
C  1.33  -0.48  1.78  2.622
C  2.24  -1.71  1.96  -0.712
C  1.33  -2.85  2.44  -0.754
C  -0.10  -2.37  2.25  -0.693
N  -0.01  -0.93  2.05  0.223
C  -1.11  -0.19  1.75  0.662
C  -1.14  1.21  1.73  0.361
C  -2.26  1.88  2.50  -1.026
C  -3.60  1.14  2.43  -1.073
C  -3.57  0.04  1.37  -0.159
C  -2.41  -0.93  1.65  -1.276
H  4.13  2.79  2.54  0.219
H  2.63  2.96  3.53  0.404
H  3.84  1.69  3.95  0.312
H  1.40  -0.06  0.76  -1.664
H  2.71  -1.95  1.00  0.413
H  3.06  -1.50  2.67  0.360
H  1.52  -3.76  1.86  0.340
H  1.50  -3.09  3.49  0.310
H  -0.55  -2.86  1.37  0.422
H  -0.74  -2.60  3.12  0.346
H  -0.16  1.71  1.73  -0.004
H  -1.99  1.97  3.57  0.488
H  -2.32  2.92  2.15  0.084
H  -3.79  0.70  3.42  0.342
H  -4.41  1.85  2.26  0.560
H  -4.52  -0.50  1.25  0.444
H  -3.39  0.51  0.39  -0.262
H  -2.33  -1.66  0.82  0.473
H  -2.58  -1.48  2.60  0.470
C  -3.65  4.12  -2.51  -1.625
C  -3.95  4.23  -1.02  2.176
C  -4.81  5.47  -0.76  -2.142
C  -4.73  3.00  -0.55  -1.388
C  -2.64  4.34  -0.26  -0.104
N  -2.27  5.50  0.30  0.108
C  -0.97  5.46  0.76  -1.328
C  -0.47  4.17  0.50  1.323
C  0.82  3.84  0.90  1.280
C  1.62  4.83  1.48  -1.712
C  1.10  6.12  1.72  -0.925
C  -0.21  6.43  1.39  -0.928
C  -1.55  3.42  -0.12  0.436
C  -1.42  2.04  -0.43  -0.435
C  -0.23  1.51  -1.09  -0.536
C  0.86  2.28  -1.58  0.134
C  2.04  1.66  -1.98  -1.210
C  2.14  0.27  -2.03  1.353
C  3.43  -0.36  -2.45  -1.795
C  1.02  -0.50  -1.72  -1.058
C  -0.17  0.11  -1.31  -0.470
H  -3.04  3.24  -2.75  0.306
H  -4.60  4.05  -3.05  0.434
H  -3.10  5.01  -2.88  0.363
H  -5.05  5.60  0.30  0.397
H  -4.36  6.38  -1.15  0.403
H  -5.76  5.34  -1.28  0.447
H  -4.80  2.99  0.55  0.081
H  -5.75  3.03  -0.95  0.570
H  -4.27  2.07  -0.89  0.317
H  -2.85  6.33  0.38  0.307
H  1.20  2.83  0.74  0.254
H  2.64  4.58  1.75  0.538
H  1.76  6.85  2.20  0.406
H  -0.67  7.40  1.60  0.437
H  -2.35  1.50  -0.65  1.059
H  0.79  3.37  -1.66  0.638
H  2.92  2.23  -2.26  0.466
H  3.36  -1.45  -2.43  0.370
H  3.74  -0.07  -3.46  0.425
H  4.23  -0.06  -1.77  0.371
H  1.09  -1.58  -1.81  0.371
H  -1.06  -0.50  -1.15  0.511

Output
Largest force on an atom ... 1.94 eV/Å
E_HOMO ... -10.22 eV
Net charge ... +1
E_LUMO ... -3.89 eV

---

No. 2
C32H42Br51F3N5O2 | ωB97M-V/def2-TZVPD

Each line ends with the Mulliken charge.
CARTESIAN COORDINATES (ANGSTROEM)
N  3.62  2.20  1.67  -0.302
C  3.79  1.44  2.96  0.188
O  4.94  1.67  3.66  -0.588
C  2.72  0.40  3.65  -0.366
C  2.56  -1.04  2.87  -0.855
N  3.58  -1.31  1.79  1.196
C  2.92  -2.37  0.89  -1.094
C  2.49  -1.74  -0.59  1.237
C  0.90  -1.93  -0.96  -0.439
C  0.43  -0.57  -1.80  0.778
N  -0.49  0.19  -0.87  0.524
C  0.12  0.70  0.43  0.048
C  -1.10  1.43  1.27  -0.885
C  -2.40  1.26  0.26  -0.332
C  -1.97  0.45  -1.13  -0.422
C  4.89  -1.83  2.34  -0.615
N  5.07  -1.84  3.73  -0.105
N  6.04  -2.40  1.53  0.094
C  6.20  -1.75  0.18  -0.329
C  7.43  -0.66  0.09  -0.296
O  7.99  -0.81  -1.30  -0.404
C  6.96  0.91  0.21  0.946
F  7.98  1.71  -0.56  -0.243
F  5.65  1.23  -0.40  -0.236
F  7.11  1.35  1.63  -0.210
H  3.35  1.57  0.88  0.127
H  4.45  2.78  1.44  0.329
H  1.68  0.94  3.73  0.332
H  3.10  0.16  4.74  0.296
H  1.50  -0.99  2.31  0.312
H  2.44  -1.95  3.63  0.436
H  3.70  -3.24  0.65  0.243
H  2.02  -2.91  1.43  0.543
H  3.11  -2.33  -1.42  -0.802
H  2.81  -0.60  -0.58  0.009
H  0.24  -2.07  0.02  0.324
H  0.68  -2.86  -1.64  0.209
H  1.34  0.10  -2.11  -0.024
H  -0.12  -0.90  -2.79  -0.996
H  1.25  0.54  0.70  0.178
H  -1.01  1.91  2.33  0.259
H  -3.47  1.66  0.53  0.423
H  -2.62  0.15  -2.06  0.080
H  5.55  -1.05  4.24  0.018
H  4.74  -2.65  4.31  0.264
H  6.93  -2.44  2.08  0.394
H  5.22  -1.29  -0.27  0.160
H  6.51  -2.63  -0.57  -0.028
H  8.27  -0.94  0.86  0.341
H  7.15  -0.97  -1.86  0.281
C  3.88  -4.93  -3.34  -0.355
Br  2.07  -4.40  -3.83  0.053
Br  5.05  -3.39  -3.14  0.119
Br  3.90  -6.07  -1.77  -0.064
H  4.27  -5.52  -4.18  0.320
C  0.80  -1.16  -6.20  -0.530
Br  0.60  0.78  -6.10  0.024
Br  2.64  -1.71  -5.87  0.139
Br  -0.45  -2.08  -5.03  -0.177
H  0.56  -1.45  -7.23  0.461
C  2.03  3.78  -3.84  -0.280
Br  0.82  5.28  -4.11  -0.013
Br  3.87  4.38  -3.59  -0.030
Br  1.44  2.63  -2.39  0.167
H  2.01  3.19  -4.76  0.174
C  -5.12  1.58  3.67  -0.348
Br  -3.66  1.54  2.37  0.042
Br  -6.10  3.26  3.59  -0.031
Br  -6.29  0.04  3.49  0.011
H  -4.66  1.53  4.66  0.351
C  -3.88  -0.13  -5.95  -0.448
Br  -4.83  -1.46  -4.90  0.016
Br  -2.63  0.90  -4.87  -0.048
Br  -3.01  -0.92  -7.51  0.020
H  -4.63  0.58  -6.33  0.466
C  -4.76  -3.30  -10.35  -0.305
Br  -4.59  -4.65  -8.96  0.020
Br  -3.04  -2.54  -10.83  -0.041
Br  -5.72  -3.97  -11.90  -0.031
H  -5.36  -2.48  -9.93  0.354
C  -8.85  1.98  6.10  -0.118
Br  -10.26  0.73  5.62  -0.056
Br  -9.53  3.52  7.07  0.084
Br  -7.40  1.10  7.06  -0.045
H  -8.42  2.36  5.16  0.134
C  6.53  -2.23  -6.64  0.612
Br  7.77  -3.59  -6.01  -0.027
Br  6.29  -0.80  -5.34  -0.053
Br  7.04  -1.53  -8.38  -0.027
H  5.56  -2.71  -6.76  -0.576
C  -6.33  -1.60  -0.63  -0.322
Br  -6.16  -2.95  0.75  -0.038
Br  -4.61  -0.84  -1.12  0.234
Br  -7.29  -2.27  -2.18  -0.076
H  -6.93  -0.78  -0.21  0.348
C  -5.63  6.48  6.75  0.202
Br  -6.89  7.78  6.04  -0.014
Br  -6.43  4.72  6.93  0.096
Br  -3.99  6.42  5.70  -0.038
H  -5.36  6.81  7.75  -0.202
C  4.58  -6.04  -8.07  -0.365
Br  3.17  -7.29  -8.54  -0.017
Br  3.90  -4.50  -7.09  0.035
Br  6.03  -6.92  -7.10  -0.037
H  5.01  -5.66  -9.00  0.378
C  -5.06  7.64  11.37  -0.332
Br  -3.63  7.96  10.10  -0.035
Br  -6.80  7.59  10.50  0.035
Br  -4.74  6.05  12.44  -0.002
H  -5.08  8.49  12.06  0.337
C  9.07  -1.39  5.33  -0.386
Br  7.81  -0.09  4.62  0.030
Br  8.27  -3.15  5.51  -0.050
Br  10.71  -1.45  4.28  0.023
H  9.34  -1.05  6.33  0.418
C  11.44  -0.09  -1.03  -0.501
Br  9.61  -0.36  -0.44  0.153
Br  11.95  1.79  -1.00  -0.068
Br  12.70  -1.20  -0.04  -0.100
H  11.49  -0.42  -2.08  0.397
C  -10.96  7.66  7.87  -0.179
Br  -12.15  9.04  8.55  -0.028
Br  -10.42  6.42  9.27  -0.085
Br  -11.73  6.74  6.34  0.015
H  -10.05  8.17  7.52  0.244
C  -3.42  -8.09  -10.22  0.095
Br  -3.25  -9.44  -8.83  -0.019
Br  -1.69  -7.33  -10.70  0.015
Br  -4.38  -8.76  -11.77  -0.012
H  -4.02  -7.28  -9.80  -0.095
C  -15.76  4.81  6.58  -0.353
Br  -14.52  3.44  7.21  0.013
Br  -16.00  6.23  7.88  0.000
Br  -15.25  5.50  4.84  -0.025
H  -16.73  4.32  6.46  0.351

Output
Largest force on an atom ... 14.26 eV/Å
E_HOMO ... -9.84 eV
Net charge ... +1
E_LUMO ... -4.62 eV

---

No. 3
C32H42F4N3O3STeTi | ωB97M-V/def2-TZVPD

Each line ends with the Mulliken spin population.
CARTESIAN COORDINATES (ANGSTROEM)
Ti  0.23  0.07  0.44  1.066
C  -0.81  1.16  4.64  0.008
C  -0.87  0.87  3.14  0.034
N  0.00  -0.22  2.62  -0.039
C  -0.60  -1.58  2.75  0.029
C  -1.10  -2.00  4.13  -0.001
C  1.38  -0.18  3.15  0.020
C  2.41  -0.79  2.15  0.045
N  1.71  -1.13  0.91  -0.097
C  2.13  -2.15  0.10  0.015
C  1.14  -2.88  -0.57  0.004
F  -0.15  -2.57  -0.29  0.008
C  1.42  -3.92  -1.42  0.003
F  0.41  -4.58  -2.00  0.006
C  2.73  -4.30  -1.65  0.015
C  3.72  -3.62  -0.97  0.009
F  5.01  -3.96  -1.16  0.000
C  3.44  -2.58  -0.11  -0.004
F  4.46  -1.92  0.48  0.001
H  -1.44  2.03  4.85  0.000
H  -1.18  0.33  5.25  0.000
H  0.20  1.40  4.97  0.000
H  -1.89  0.62  2.85  -0.012
H  -0.59  1.78  2.61  -0.017
H  -1.45  -1.61  2.07  -0.016
H  0.13  -2.29  2.39  0.005
H  -1.99  -1.46  4.43  0.000
H  -1.35  -3.06  4.09  0.000
H  -0.33  -1.88  4.90  0.000
H  1.63  0.86  3.33  -0.001
H  1.45  -0.71  4.10  -0.003
H  3.21  -0.07  1.98  -0.002
H  2.87  -1.68  2.58  -0.003
H  2.97  -5.11  -2.33  0.003
C  -4.57  0.70  0.34  -0.004
Te  -2.86  -0.44  -0.21  -0.009
C  -3.86  -2.09  0.74  -0.004
C  -5.17  -1.56  1.26  0.001
C  -6.05  -2.39  1.96  0.000
C  -7.26  -1.91  2.44  0.000
C  -7.60  -0.58  2.23  0.000
C  -6.73  0.26  1.55  0.000
C  -5.51  -0.22  1.06  0.001
H  -4.98  1.11  -0.58  0.000
H  -4.27  1.54  0.97  0.001
H  -3.27  -2.53  1.54  0.000
H  -4.02  -2.86  -0.02  0.001
H  -5.78  -3.43  2.12  0.000
H  -7.93  -2.57  2.98  0.000
H  -8.54  -0.19  2.60  0.000
H  -7.00  1.29  1.39  0.000
C  2.70  3.41  1.47  -0.009
C  2.44  2.17  0.70  0.715
C  3.45  1.63  -0.25  0.016
O  1.23  1.58  0.82  0.219
H  2.77  4.30  0.83  0.015
H  3.66  3.35  2.01  0.029
H  1.92  3.58  2.21  0.001
H  3.67  2.34  -1.07  0.019
H  3.11  0.69  -0.69  -0.008
H  4.41  1.43  0.25  0.026
O  -2.34  2.25  -1.18  0.012
S  -0.94  2.33  -0.61  -0.003
C  0.17  2.74  -1.99  -0.028
C  0.65  4.18  -1.81  -0.004
C  -0.42  4.92  -1.00  -0.001
C  -0.80  3.97  0.13  -0.001
H  -0.47  2.60  -2.86  0.010
H  0.98  2.02  -2.02  0.018
H  0.82  4.66  -2.78  -0.001
H  1.59  4.19  -1.26  0.005
H  -1.29  5.13  -1.62  0.000
H  -0.04  5.87  -0.61  -0.001
H  -1.77  4.17  0.58  -0.001
H  -0.03  3.92  0.91  -0.001
O  -0.05  -0.14  -1.46  -0.148
N  0.35  -0.88  -2.53  0.233
C  -0.61  -1.50  -3.31  0.205
C  -0.24  -2.17  -4.43  -0.091
C  1.12  -2.23  -4.83  0.435
C  2.06  -1.53  -4.04  -0.092
C  1.68  -0.86  -2.92  0.281
H  -1.63  -1.41  -2.96  0.039
H  -1.00  -2.66  -5.01  -0.004
H  1.42  -2.76  -5.72  0.047
H  3.12  -1.52  -4.30  -0.004
H  2.36  -0.34  -2.26  0.008

Output
Largest force on an atom ... 1.43 eV/Å
⟨S²⟩ ... 3.776
Energy relative to the best compared isomer or geometry (same formula, charge and spin) ... 0.000 eV
E_HOMO (spin up / spin down) ... -4.56 / -7.68 eV
Net charge ... 0
2S+1 ... 4
E_LUMO (spin up / spin down) ... 0.26 / 0.25 eV

---

No. 4
C32H42InN4O | ωB97M-V/def2-TZVPD

Each line ends with the Mulliken charge.
CARTESIAN COORDINATES (ANGSTROEM)
In  0.55  -0.10  0.72  -1.787
N  1.07  -2.87  3.11  -0.471
N  1.00  -2.15  -0.52  0.181
C  1.49  2.00  0.23  0.236
C  2.62  1.14  0.56  0.277
C  2.46  0.69  1.93  0.188
C  3.37  -0.24  2.70  -1.352
H  4.11  -0.69  2.03  0.281
H  2.82  -1.04  3.20  0.375
H  3.88  0.37  3.44  0.329
C  1.22  1.25  2.45  1.234
C  0.66  1.01  3.83  -1.216
H  1.11  1.75  4.50  0.414
H  0.91  0.01  4.19  0.164
H  -0.42  1.13  3.85  0.459
C  0.63  2.07  1.40  0.934
C  -0.64  2.88  1.50  -1.559
H  -1.37  2.40  2.16  0.520
H  -1.10  3.03  0.53  0.280
H  -0.37  3.84  1.93  0.246
C  3.75  0.74  -0.38  -1.316
H  4.58  1.41  -0.18  0.434
H  3.45  0.86  -1.42  0.171
H  4.08  -0.29  -0.22  0.289
C  1.26  2.71  -1.10  -0.890
H  0.20  2.87  -1.29  0.075
H  1.68  2.15  -1.93  0.030
H  1.76  3.67  -1.02  0.513
C  0.41  -3.54  4.05  -0.310
H  0.86  -3.56  5.05  0.361
C  -0.81  -4.19  3.82  -0.481
H  -1.31  -4.73  4.63  0.385
C  -1.36  -4.14  2.53  -0.808
H  -2.30  -4.63  2.30  0.422
C  -0.68  -3.45  1.54  -0.162
H  -1.07  -3.36  0.53  0.463
C  0.53  -2.84  1.87  -0.362
C  1.35  -2.15  0.89  -0.909
H  2.41  -2.05  1.08  0.881
C  0.69  -0.94  -1.09  -1.213
C  1.01  -3.08  -1.56  -0.926
H  1.20  -4.11  -1.40  0.669
C  0.72  -2.40  -2.70  -0.795
H  0.61  -2.69  -3.69  0.667
N  0.54  -1.06  -2.40  0.622
C  0.31  0.05  -3.25  -0.187
C  1.32  0.40  -4.15  1.328
C  1.10  1.49  -5.01  -1.173
H  1.88  1.78  -5.72  0.290
C  -0.10  2.21  -4.98  1.128
C  -0.34  3.36  -5.93  -1.513
H  -0.88  4.18  -5.45  0.378
H  -0.94  3.05  -6.80  0.292
H  0.60  3.76  -6.32  0.372
C  -1.09  1.83  -4.07  -1.122
H  -2.03  2.39  -4.02  0.250
C  -0.90  0.75  -3.18  1.606
C  -1.96  0.39  -2.19  -1.596
H  -2.06  -0.69  -2.04  0.579
H  -2.94  0.79  -2.49  0.239
H  -1.73  0.81  -1.19  -0.393
C  2.63  -0.34  -4.20  -1.755
H  2.56  -1.27  -4.79  0.406
H  2.98  -0.63  -3.19  0.243
H  3.41  0.28  -4.66  0.399
C  -4.47  -0.39  2.81  -1.874
N  -3.51  0.05  1.78  1.814
C  -4.11  0.83  0.67  -2.731
C  -2.23  -0.22  1.91  5.203
C  -1.75  -0.92  3.13  0.127
O  -1.46  0.16  0.97  -3.172
H  -5.48  -0.09  2.56  0.392
H  -4.21  0.05  3.77  0.337
H  -4.46  -1.48  2.89  0.301
H  -4.65  1.68  1.09  0.860
H  -3.35  1.21  0.00  -0.210
H  -4.81  0.19  0.13  0.652
H  -0.66  -1.09  3.12  -1.224
H  -1.99  -0.35  4.02  0.699
H  -2.24  -1.89  3.21  0.513

Output
Largest force on an atom ... 2.18 eV/Å
Energy relative to the best compared isomer or geometry (same formula, charge and spin) ... 2.305 eV
E_HOMO (spin up / spin down) ... 0.47 / 0.05 eV
Net charge ... -1
E_LUMO (spin up / spin down) ... 2.38 / 2.32 eV

---

No. 5
C32H43AsN2NiP | ωB97M-V/def2-TZVPD

Each line ends with the Mulliken charge.
CARTESIAN COORDINATES (ANGSTROEM)
Ni  0.18  -1.40  -0.53  -0.413
N  1.44  -2.83  0.28  -0.362
C  1.58  -4.13  -0.42  -0.730
C  2.13  -3.99  -1.83  -0.859
C  1.18  -3.31  -2.83  -0.291
C  1.57  -1.89  -3.19  -0.835
N  1.51  -1.03  -1.99  -0.599
H  2.37  -2.43  0.43  0.298
H  1.12  -3.03  1.22  0.302
H  0.59  -4.59  -0.45  0.298
H  2.23  -4.79  0.16  0.528
H  2.39  -4.99  -2.18  0.410
H  3.09  -3.45  -1.79  0.355
H  0.17  -3.29  -2.41  0.103
H  1.12  -3.90  -3.75  0.502
H  0.89  -1.49  -3.94  0.420
H  2.57  -1.86  -3.63  0.467
H  1.38  -0.05  -2.23  -0.190
H  2.42  -1.06  -1.53  0.470
C  -2.74  -4.91  3.26  -0.574
C  -2.44  -4.88  1.91  -0.784
C  -1.85  -3.76  1.35  -0.764
C  -1.55  -2.66  2.15  0.894
C  -1.85  -2.69  3.51  -0.437
C  -2.45  -3.81  4.06  -0.765
P  -0.86  -1.19  1.34  1.227
C  0.32  -0.47  2.51  0.737
C  1.07  -1.27  3.38  -0.372
C  2.06  -0.71  4.16  -0.974
C  2.31  0.65  4.10  -0.753
C  1.57  1.45  3.24  -0.554
C  0.58  0.90  2.45  -0.093
C  -2.17  -0.01  1.02  0.866
C  -3.08  0.50  1.91  -0.427
C  -4.06  1.40  1.43  -1.009
C  -4.11  1.72  0.10  -0.952
C  -3.19  1.19  -0.83  1.178
C  -3.23  1.48  -2.21  -1.022
C  -2.32  0.91  -3.05  -1.071
C  -1.30  0.06  -2.54  0.387
C  -1.18  -0.24  -1.21  -0.174
C  -2.18  0.32  -0.35  0.486
H  -3.21  -5.78  3.70  0.407
H  -2.68  -5.73  1.29  0.454
H  -1.63  -3.72  0.29  0.335
H  -1.62  -1.83  4.14  0.409
H  -2.69  -3.83  5.12  0.433
H  0.86  -2.33  3.46  0.406
H  2.63  -1.33  4.84  0.449
H  3.08  1.09  4.72  0.419
H  1.77  2.52  3.19  0.502
H  0.01  1.52  1.77  -0.143
H  -3.07  0.23  2.95  0.456
H  -4.79  1.81  2.12  0.443
H  -4.88  2.39  -0.26  0.434
H  -4.01  2.13  -2.59  0.397
H  -2.37  1.10  -4.11  0.454
H  -0.60  -0.34  -3.27  0.022
C  1.21  4.23  -3.83  -1.306
C  1.19  2.80  -3.29  -0.544
As  1.10  2.62  -1.32  0.504
C  2.66  3.74  -0.87  -0.921
C  3.15  3.52  0.55  -1.116
C  -0.36  3.88  -0.95  -0.806
C  -0.81  3.84  0.51  -0.778
H  1.36  4.24  -4.91  0.421
H  2.01  4.82  -3.38  0.284
H  0.27  4.74  -3.62  0.280
H  2.09  2.26  -3.60  0.489
H  0.34  2.26  -3.69  0.185
H  2.41  4.79  -1.03  0.444
H  3.45  3.49  -1.59  0.501
H  2.43  3.89  1.28  0.166
H  4.09  4.04  0.74  0.448
H  3.31  2.46  0.76  0.277
H  -1.18  3.61  -1.61  0.472
H  -0.03  4.89  -1.22  0.628
H  -1.20  2.86  0.76  -0.130
H  -1.59  4.57  0.70  0.417
H  0.02  4.06  1.19  0.284

Output
Largest force on an atom ... 0.27 eV/Å
E_HOMO ... -10.33 eV
Net charge ... +1
E_LUMO ... -2.16 eV

---

- The highest largest force on an atom belongs to which entry?
  C32H42Br51F3N5O2

---

- largest force on an atom of number 4 (C32H42InN4O)?
  2.18 eV/Å